Record 1
52
Properties=species:S:1:pos:R:3 method="wB97M-V/def2-TZVPD" s2=6.0286 multiplicity=5 lumo_ev="-0.8391 / -1.4019" homo_lumo_gap_ha="0.165 / 0.264"
Ir 0.343 0.454 0.055
Ge -2.971 1.559 -0.052
O 2.463 0.171 0.012
O 5.641 0.266 -5.320
O 7.241 0.298 -3.872
O 0.420 0.545 -1.989
N 6.059 0.282 -4.173
N -0.681 -1.563 0.205
N 0.270 0.146 2.038
C 0.838 0.959 2.933
C 3.238 0.256 -0.993
C -4.003 3.273 -0.112
C -1.815 -2.941 1.792
C 4.643 0.270 -0.760
C -0.586 -1.156 3.875
C 5.550 0.295 -1.778
C -3.708 0.430 1.425
C 3.754 0.295 -3.396
C 2.796 0.325 -2.367
C 0.726 0.793 4.292
C -2.038 -3.353 -0.556
C -0.436 -0.952 2.489
C -3.197 0.624 -1.800
C -0.025 -0.293 4.775
C -0.980 -1.837 1.508
C -1.080 1.870 0.257
C 5.104 0.285 -3.112
C 1.429 0.454 -2.726
C -1.168 -2.307 -0.775
C -2.367 -3.668 0.771
H 1.192 1.491 4.968
H -1.156 -2.002 4.222
H 6.612 0.321 -1.586
H -3.698 3.888 -0.952
H 3.435 0.288 -4.429
H -5.057 3.038 -0.230
H -4.224 0.317 -1.971
H -2.444 -3.913 -1.381
H -4.778 0.300 1.315
H 4.967 0.242 0.268
H -3.241 -0.547 1.431
H -0.761 2.900 0.377
H -3.887 3.855 0.796
H -3.521 0.894 2.389
H -2.559 -0.253 -1.830
H -2.045 -3.193 2.812
H -2.896 1.284 -2.608
H 1.240 0.488 -3.809
H 1.410 1.786 2.530
H -3.052 -4.473 0.985
H -0.156 -0.442 5.835
H -0.844 -2.051 -1.777

Record 2
54
Properties=species:S:1:pos:R:3 method="wB97M-V/def2-TZVPD" multiplicity=1 total_charge=-2 relative_energy_kj_mol=82.0 lumo_ev=3.5640 homo_lumo_gap_ha=0.153
I 3.183 4.358 2.451
Sb -2.801 0.909 -0.106
Pd -0.214 0.668 0.462
S -2.803 -5.149 2.031
S 2.450 0.434 0.341
S -2.371 -2.178 2.365
S -4.492 -7.372 0.935
N -0.191 3.262 0.029
N -4.947 -4.669 0.877
N -4.462 -3.401 1.185
N 0.926 -1.665 -0.176
C 2.188 -1.252 0.064
C -8.298 -5.579 -0.443
C 0.669 -2.965 -0.271
C -4.213 -5.743 1.226
C -6.155 -4.664 0.129
C 1.635 -3.956 -0.194
C -7.125 -5.645 0.295
C -4.770 0.126 0.337
C -8.516 -4.542 -1.338
C -3.633 2.820 -0.735
C -6.373 -3.611 -0.755
C 2.953 -3.542 -0.010
C 2.539 3.628 -0.422
C 0.623 3.626 1.019
C 1.695 3.259 -1.452
C 3.236 -2.200 0.113
C 1.982 3.819 0.827
C -2.513 1.617 1.929
C -7.548 -3.557 -1.485
C -3.317 -3.454 1.815
C 0.348 3.079 -1.180
H -7.708 -2.734 -2.171
H 3.755 -4.272 0.051
H 1.363 -5.001 -0.262
H -2.816 3.529 -0.875
H 4.246 -1.852 0.281
H 2.084 3.057 -2.440
H -5.622 -2.839 -0.841
H -1.549 1.308 2.345
H -2.570 2.707 1.930
H -9.049 -6.348 -0.310
H -4.673 -0.855 0.800
H -9.435 -4.497 -1.910
H -6.952 -6.452 0.989
H 3.604 3.730 -0.579
H -5.360 0.044 -0.579
H -4.188 2.712 -1.670
H -4.305 3.193 0.041
H -0.337 2.753 -1.954
H -3.298 1.184 2.551
H -5.267 0.812 1.026
H 0.174 3.744 1.998
H -0.376 -3.223 -0.411

no.,calculated total energy (a.u.)
1,-3459.689584
2,-3291.031674